Record 1
Computed, not measured: C4H5BrF2 in the gas phase in a non-equilibrium geometry, with ωB97M-V/def2-TZVPD.

Last column: Löwdin charge in e.
Cartesian coordinates (Å):
C  0.20520  0.55020  1.39032  -0.189
C  -0.86266  0.51440  0.28137  -0.762
Br  -2.56364  -0.09166  0.81433  0.696
C  -0.24658  -0.78856  -0.94862  0.036
C  0.93217  -0.65744  -1.50528  -0.461
F  1.51530  -1.50719  -2.27068  0.165
F  1.65242  0.46797  -1.46031  0.105
H  1.27305  0.94809  1.05979  0.114
H  0.09450  -0.50097  1.71988  0.062
H  -0.20564  1.28882  2.23128  0.104
H  -1.03031  1.43525  -0.40355  0.094
H  -0.76379  -1.65892  -0.90853  0.036

The structure (SMILES) is C[C@H](Br)C=C(F)F. As for the molecular weight: 170.98 u. The HOMO energy comes out at -10.00 eV. The value obtained for the LUMO energy is 0.88 eV. The value obtained for the frontier orbital gap is 10.88 eV.

***

Record 2
Computed, not measured: a 3-piece molecular cluster, C5H6O2 overall in a non-equilibrium geometry, with ωB97M-V/def2-TZVPD.

Last column: Löwdin charge in e.
Cartesian coordinates (Å):
C  -1.61814  0.93281  0.10889  -0.083
C  -0.81911  -0.19621  0.63659  -0.409
O  -1.45134  -1.34101  0.61418  -0.062
C  0.67284  -0.29846  -0.92749  -0.370
O  0.54819  -0.57608  -2.07870  0.092
C  1.92348  -0.27918  -0.46056  -0.104
C  2.57996  -0.35218  0.58845  0.138
H  -2.38196  1.40693  0.71731  0.080
H  -2.14716  0.59034  -0.79153  0.093
H  -0.83224  1.64544  -0.18012  0.086
H  -0.25852  0.09805  1.53190  0.119
H  -0.19528  -2.13490  0.08646  0.375
H  3.64859  -0.22855  0.58869  0.042

As for the molecular weight: 98.10 u. The HOMO energy (alpha / beta) comes out at -8.53 / -8.44 eV. The value obtained for the LUMO energy (alpha / beta) is -1.61 / -1.79 eV. The value obtained for the frontier orbital gap (alpha / beta) is 6.92 / 6.65 eV.

***

Record 3
Computed, not measured: a 2-piece molecular cluster, C6H7BO3S overall in a non-equilibrium geometry, with ωB97M-V/def2-TZVPD.

Last column: Löwdin charge in e.
Cartesian coordinates (Å):
O  0.72455  -0.40242  3.53177  0.196
C  -0.18934  -0.48802  2.84773  -0.244
C  -1.21892  -0.63808  2.06258  -0.098
C  -1.47854  0.00632  0.75778  -0.138
C  -0.56218  0.45520  -0.11300  0.003
B  -0.78485  1.16614  -1.55981  -0.662
O  -2.00503  1.10644  -2.10167  0.163
O  0.31725  1.79915  -2.18167  0.069
H  -2.07481  -1.33616  2.56303  0.173
H  -2.50340  -0.02395  0.37224  0.108
H  0.58084  0.32905  0.21829  0.096
H  -2.27244  1.82713  -2.73738  0.144
H  0.37386  1.61510  -3.15219  0.116
C  2.06111  -1.76837  0.90312  0.041
C  2.15090  -1.39248  -0.22531  -0.635
S  2.57382  -0.75562  -1.74436  0.776
H  1.65789  -1.98812  1.82326  0.002
H  2.64927  0.48871  -1.26441  -0.108

The structure (SMILES) is O=C=C/C=C/B(O)O.C#CS. As for the molecular weight: 170.00 u. The HOMO energy comes out at -8.48 eV. The value obtained for the LUMO energy is 0.25 eV. The value obtained for the frontier orbital gap is 8.73 eV.

***

Record 4
Computed, not measured: a 2-piece molecular cluster, C2H5NO2 overall, with ωB97M-V/def2-TZVPD.

Last column: Löwdin charge in e.
Cartesian coordinates (Å):
N  -1.83732  -0.27465  0.09987  0.169
C  -1.46741  -0.13287  1.25427  -0.369
O  -0.98791  0.03781  2.30378  0.175
H  -2.76820  -0.56126  -0.16008  0.096
C  1.48446  0.06277  -0.44306  -0.190
O  0.62424  0.75779  -1.31255  -0.131
H  1.37277  0.37259  0.60909  0.070
H  2.50880  0.28913  -0.75064  0.078
H  1.34924  -1.02848  -0.49304  0.080
H  -0.27867  0.47715  -1.10766  0.023

The structure (SMILES) is N=C=O.CO. As for the molecular weight: 75.07 u. The HOMO energy comes out at -10.07 eV. The value obtained for the LUMO energy is 0.51 eV. The value obtained for the frontier orbital gap is 10.58 eV.

***

Record 5
Computed, not measured: a 10-piece molecular cluster, C35H39Cl8N3O6 overall in a non-equilibrium geometry, with ωB97M-V/def2-TZVPD.

Last column: Löwdin charge in e.
Cartesian coordinates (Å):
C  12.15047  -15.06900  -14.17997  0.027
N  12.39172  -15.77905  -15.45729  -0.404
O  13.44039  -15.49990  -15.99551  0.020
O  11.58002  -16.53938  -15.91476  0.059
H  12.09442  -13.99355  -14.34953  0.083
H  13.04260  -15.17546  -13.56457  0.062
H  11.25782  -15.35252  -13.63501  0.048
C  9.55385  -17.58064  -18.18370  0.024
N  9.26258  -19.02745  -18.15769  -0.455
O  9.24459  -19.60344  -19.22436  0.059
O  9.02904  -19.56549  -17.10112  0.058
H  9.04294  -17.03383  -17.40046  0.097
H  9.17622  -17.20247  -19.13083  0.095
H  10.63179  -17.45245  -18.17503  0.076
C  11.69052  -12.99025  -19.87556  0.049
N  11.33070  -13.74747  -18.67449  -0.433
O  11.96273  -13.55451  -17.66318  0.034
O  10.41800  -14.54752  -18.76249  0.052
H  10.90003  -13.01168  -20.61601  0.103
H  12.60977  -13.42433  -20.26701  0.073
H  11.86282  -11.95567  -19.58556  0.098
Cl  9.35944  -18.21266  -10.92529  0.523
C  8.99217  -18.24852  -12.65796  -2.041
Cl  10.30960  -19.00101  -13.55812  0.564
Cl  7.49026  -19.22273  -12.79171  0.515
Cl  8.77974  -16.66242  -13.29775  0.591
Cl  10.00139  -10.60822  -16.86850  0.521
C  8.90627  -11.39275  -15.70139  -2.036
Cl  9.60549  -12.95270  -15.24672  0.552
Cl  8.69613  -10.37401  -14.29898  0.548
Cl  7.30397  -11.65245  -16.42898  0.519
C  14.72490  -14.63358  -10.37700  -0.117
C  14.99119  -14.91720  -11.71034  -0.087
C  14.59161  -16.13685  -12.27515  -0.103
C  13.89521  -17.04595  -11.50638  -0.074
C  13.58021  -16.75490  -10.19377  -0.084
C  13.95691  -15.54399  -9.65026  -0.109
H  14.98766  -13.65861  -9.99004  0.110
H  15.69617  -14.29009  -12.24601  0.108
H  14.78693  -16.45808  -13.28940  0.088
H  13.67902  -17.99169  -11.98836  0.092
H  13.02781  -17.45756  -9.58083  0.107
H  13.66576  -15.31498  -8.63091  0.111
C  16.75235  -14.40435  -16.36375  -0.089
C  17.80368  -13.52387  -16.47858  -0.104
C  19.12128  -13.95109  -16.48403  -0.096
C  19.36319  -15.31220  -16.48569  -0.088
C  18.31021  -16.23676  -16.41786  -0.084
C  17.00474  -15.77929  -16.42233  -0.104
H  15.71431  -14.11102  -16.26283  0.099
H  17.62662  -12.45380  -16.54118  0.104
H  19.89843  -13.20396  -16.56522  0.102
H  20.39440  -15.64682  -16.50627  0.100
H  18.55073  -17.29113  -16.44473  0.104
H  16.18713  -16.48902  -16.43245  0.059
C  14.38153  -15.92450  -19.03351  -0.060
C  13.39201  -16.51536  -19.82818  -0.084
C  13.16463  -16.11555  -21.13508  -0.103
C  13.92241  -15.10820  -21.69623  -0.120
C  14.89454  -14.50093  -20.91856  -0.115
C  15.16331  -14.90605  -19.61643  -0.064
H  14.53730  -16.21070  -18.00717  0.060
H  12.85043  -17.35062  -19.39981  0.098
H  12.38912  -16.60306  -21.71393  0.106
H  13.73623  -14.82441  -22.72379  0.105
H  15.54467  -13.77271  -21.39246  0.103
H  15.96881  -14.47516  -19.03823  0.089
C  11.60562  -12.20250  -10.89927  -0.082
C  11.76779  -13.57214  -11.01657  -0.094
C  10.64849  -14.37448  -11.07669  -0.110
C  9.36927  -13.82352  -11.19439  -0.099
C  9.21961  -12.44173  -11.09566  -0.104
C  10.33711  -11.65046  -10.83974  -0.100
H  12.48051  -11.60078  -10.67671  0.104
H  12.75077  -14.02785  -10.97638  0.056
H  10.82595  -15.44492  -11.01943  0.078
H  8.53783  -14.49857  -11.34203  0.076
H  8.21743  -12.03407  -11.06629  0.100
H  10.21828  -10.58424  -10.69292  0.100
C  16.16359  -19.16908  -13.72993  -0.083
C  15.18415  -20.02005  -13.23216  -0.093
C  13.91075  -20.00281  -13.81331  -0.102
C  13.59905  -19.09075  -14.81166  -0.106
C  14.59566  -18.28562  -15.32606  -0.098
C  15.89113  -18.35573  -14.83513  -0.087
H  17.11164  -19.10626  -13.21124  0.105
H  15.47863  -20.63822  -12.39447  0.103
H  13.15159  -20.66474  -13.41355  0.097
H  12.60344  -18.97604  -15.22056  0.069
H  14.37041  -17.51624  -16.05791  0.068
H  16.70515  -17.71082  -15.14247  0.061

The structure (SMILES) is C[N+](=O)[O-].C[N+](=O)[O-].C[N+](=O)[O-].ClC(Cl)(Cl)Cl.ClC(Cl)(Cl)Cl.c1ccccc1.c1ccccc1.c1ccccc1.c1ccccc1.c1ccccc1. As for the molecular weight: 881.34 u. The HOMO energy comes out at -9.27 eV. The value obtained for the LUMO energy is 0.14 eV. The value obtained for the frontier orbital gap is 9.41 eV.

***

Record 6
Computed, not measured: C5H10O in the gas phase in a non-equilibrium geometry, with ωB97M-V/def2-TZVPD.

Last column: Löwdin charge in e.
Cartesian coordinates (Å):
C  2.26023  0.73505  -0.73407  -0.122
C  0.90154  0.99516  -0.07014  -0.204
C  0.20714  -0.27142  0.51169  -0.208
O  -0.58684  0.06639  1.59029  -0.043
C  -1.37154  -0.88454  0.98098  -0.231
C  -2.26804  -0.78770  -0.21296  -0.091
H  2.97786  0.29090  -0.03499  0.072
H  2.71024  1.66241  -1.11198  0.070
H  2.16041  0.05216  -1.58113  0.070
H  1.06542  1.65849  0.80257  0.116
H  0.27233  1.58667  -0.74398  0.100
H  0.81380  -1.17069  0.46908  0.111
H  -1.75437  -1.56933  1.77500  0.136
H  -2.00290  0.10689  -0.76913  0.074
H  -3.34206  -0.82300  -0.00619  0.068
H  -2.04324  -1.64744  -0.86504  0.083

The structure (SMILES) is CC[C@H]1O[C@H]1C. As for the molecular weight: 86.13 u. The HOMO energy comes out at -8.24 eV. The value obtained for the LUMO energy is 1.14 eV. The value obtained for the frontier orbital gap is 9.39 eV.

***

Record 7
Computed, not measured: an isolated ion of composition C35H33NO3P and charge +1 in a non-equilibrium geometry, with ωB97M-V/def2-TZVPD.

Last column: Löwdin charge in e.
Cartesian coordinates (Å):
C  -0.93748  -4.51856  4.11286  -0.052
O  -0.02401  -3.49629  3.67411  -0.072
C  -0.52118  -2.23407  3.57127  -0.248
C  0.35375  -1.28837  3.00461  0.022
C  -0.07075  0.00690  2.80138  -0.052
C  -1.37880  0.40575  3.14970  -0.311
P  -2.01639  2.03488  2.63770  1.164
C  -0.55190  2.82962  1.93325  -0.316
C  -0.30239  2.71108  0.55008  -0.054
C  0.90003  3.12733  0.02308  0.023
C  1.89078  3.66630  0.87006  -0.245
O  3.06051  3.99445  0.25428  -0.074
C  4.16212  4.40218  1.08800  -0.051
C  1.64657  3.80881  2.25796  0.002
C  0.43017  3.38507  2.77676  -0.074
C  -3.03873  1.61907  1.21035  -0.305
C  -3.76582  2.61726  0.53786  -0.059
C  -4.34047  2.36910  -0.69803  0.008
C  -4.17159  1.10276  -1.30161  -0.247
O  -4.60876  0.76890  -2.54706  -0.071
C  -5.14810  1.83580  -3.34604  -0.052
C  -3.46801  0.09177  -0.62528  0.020
C  -2.89973  0.35182  0.60010  -0.060
C  -2.24326  -0.54788  3.73106  -0.085
C  -1.82702  -1.85168  3.95908  0.008
H  -0.35140  -5.43523  4.06719  0.098
H  -1.26243  -4.31984  5.14464  0.100
H  -1.80161  -4.58012  3.43439  0.102
H  1.34640  -1.61953  2.71241  0.131
H  0.62420  0.70779  2.34308  0.109
H  -1.04357  2.27187  -0.11733  0.112
H  1.12213  3.02263  -1.03457  0.131
H  4.98024  4.57229  0.38888  0.098
H  3.91793  5.33289  1.61959  0.098
H  4.42954  3.60355  1.79498  0.102
H  2.40977  4.22430  2.91438  0.112
H  0.25691  3.46691  3.85188  0.114
H  -3.85172  3.61344  0.96486  0.113
H  -4.88069  3.15636  -1.21607  0.112
H  -5.40018  1.36144  -4.29327  0.098
H  -6.04966  2.24528  -2.86849  0.098
H  -4.39213  2.62053  -3.49873  0.103
H  -3.35013  -0.86335  -1.12492  0.131
H  -2.29869  -0.43023  1.05795  0.109
H  -3.26735  -0.28138  3.99507  0.102
H  -2.50532  -2.57529  4.40911  0.113
C  -2.48147  2.40300  5.31049  -0.061
C  -2.71738  3.06370  3.94977  -0.321
N  -4.16831  3.48221  3.79433  0.002
C  -4.56858  4.75389  3.38176  -0.181
C  -3.82705  5.93131  3.28286  -0.017
C  -4.51403  7.12046  2.97841  -0.074
C  -5.90822  7.12655  2.80040  -0.083
C  -6.66683  5.97134  3.01355  -0.006
C  -5.98651  4.78489  3.29219  -0.120
C  -6.45916  3.49518  3.68984  -0.114
C  -5.31251  2.70747  4.02891  -0.144
C  -5.52294  1.51669  4.72563  -0.022
C  -6.84219  1.05341  4.90689  -0.072
C  -7.95236  1.79305  4.47032  -0.081
C  -7.76271  3.06318  3.92619  -0.010
H  -1.45171  2.57065  5.64792  0.091
H  -3.16441  2.80739  6.06560  0.108
H  -2.58707  1.31581  5.27601  0.043
H  -2.16030  4.01641  3.90980  0.109
H  -2.75397  5.92577  3.46272  0.100
H  -3.96232  8.06024  2.88642  0.108
H  -6.40571  8.05161  2.50095  0.107
H  -7.76036  5.96596  2.96925  0.118
H  -4.69067  0.97688  5.16652  0.080
H  -7.02241  0.10468  5.41260  0.105
H  -8.96171  1.38531  4.57184  0.109
H  -8.60100  3.72815  3.68791  0.120

As for the molecular weight: 546.63 u. The HOMO energy comes out at -10.33 eV. The value obtained for the LUMO energy is -2.25 eV. The value obtained for the frontier orbital gap is 8.07 eV. The total charge is +1.

***

Record 8
Computed, not measured: a 2-piece molecular cluster, C28H31N4O5 overall in a non-equilibrium geometry, with ωB97M-V/def2-TZVPD.

Last column: Löwdin charge in e.
Cartesian coordinates (Å):
C  2.94290  -2.80266  -3.06303  -0.022
N  2.93333  -1.52028  -2.38880  0.015
C  4.21232  -0.98453  -2.21373  -0.425
O  5.21976  -1.60701  -2.52017  0.078
N  4.27309  0.30857  -1.67657  0.024
C  5.62961  0.80169  -1.51230  -0.027
C  3.18094  0.98227  -1.09699  -0.329
O  3.37010  2.04411  -0.48431  0.056
C  1.84041  0.40393  -1.31659  -0.021
C  0.76933  1.16844  -0.94311  0.088
C  -0.62846  0.78871  -1.05714  -0.196
C  -1.09153  -0.44944  -0.56543  0.021
C  -2.35851  -0.92430  -0.86453  -0.129
C  -3.28183  -0.10051  -1.57639  -0.096
N  -4.55500  -0.54634  -1.83208  -0.092
C  -5.06352  -1.72231  -1.15317  -0.177
C  -4.01938  -2.81168  -1.12651  -0.172
C  -2.74916  -2.30543  -0.43649  -0.141
C  -5.59843  0.38213  -2.22109  -0.181
C  -5.08349  1.36769  -3.23967  -0.178
C  -3.85789  2.10305  -2.68139  -0.151
C  -2.87797  1.20659  -1.97535  -0.142
C  -1.58772  1.63572  -1.67146  0.024
C  1.72108  -0.83750  -2.13049  -0.320
O  0.68020  -1.28486  -2.60228  0.080
H  1.91725  -3.13783  -3.18654  0.085
H  3.44191  -2.70843  -4.03507  0.098
H  3.52595  -3.50495  -2.45810  0.097
H  5.58892  1.79632  -1.07049  0.086
H  6.19294  0.10857  -0.87322  0.095
H  6.12060  0.82242  -2.49192  0.095
H  0.99841  2.19207  -0.63808  0.139
H  -0.41593  -1.06775  0.03211  0.139
H  -5.36328  -1.45495  -0.12489  0.137
H  -5.95893  -2.04469  -1.69115  0.116
H  -4.41470  -3.68031  -0.59599  0.110
H  -3.78126  -3.11859  -2.15058  0.119
H  -1.91496  -2.99373  -0.63563  0.122
H  -2.90277  -2.31038  0.65710  0.127
H  -6.42336  -0.20953  -2.62699  0.116
H  -5.97533  0.91865  -1.33294  0.135
H  -4.81306  0.84099  -4.16062  0.118
H  -5.87499  2.08247  -3.47984  0.109
H  -3.35056  2.65360  -3.48611  0.116
H  -4.21633  2.85927  -1.96148  0.123
H  -1.25003  2.62471  -1.98568  0.122
C  5.61759  1.41756  2.12433  -0.086
C  4.28070  1.84658  2.68048  -0.260
O  3.43449  0.68342  2.79812  -0.055
C  2.29080  0.95508  3.50275  -0.531
C  1.30872  -0.10190  3.35064  -0.055
C  0.10626  -0.10875  4.06689  -0.257
C  -0.25387  0.94858  4.98211  -0.036
C  -1.53360  0.99182  5.53189  -0.203
N  -2.43917  0.03307  5.30831  -0.034
C  -2.11446  -1.02705  4.55510  -0.225
C  -0.86612  -1.16962  3.94950  -0.072
O  2.19597  1.99613  4.15426  -0.008
H  6.13821  2.29227  1.71106  0.074
H  6.24844  1.01305  2.92959  0.072
H  5.49875  0.66273  1.33597  0.055
H  4.41332  2.34426  3.65051  0.114
H  3.79194  2.55035  1.99072  0.108
H  1.61755  -0.97137  2.77455  0.080
H  0.46394  1.73387  5.21820  0.079
H  -1.81839  1.83971  6.17006  0.086
H  -2.89469  -1.79193  4.44188  0.079
H  -0.63703  -2.10181  3.41825  0.084

As for the molecular weight: 503.58 u. The HOMO energy comes out at -2.83 eV. The value obtained for the LUMO energy is 1.52 eV. The value obtained for the frontier orbital gap is 4.35 eV. The total charge is -1.